The following is a DFT calculation (ωB97M-V with the def2-TZVPD basis set) of a cluster of 12 separate species, C55H98ClN3O15S in total.

Last column: Mulliken charge in e.
Positions of all 173 atoms, in Å:
1 C 2.24561 4.94948 4.84028  -0.90
2 C 1.98877 4.80604 3.19374  -0.51
3 C 1.98114 3.19272 2.82594  0.04
4 C 0.56594 2.30176 2.84794  0.03
5 C -0.79633 3.19892 3.21908  -0.70
6 C -1.21881 3.92040 1.77049  -0.18
7 C -2.68625 4.64996 1.81073  -0.28
8 C -3.94228 3.54884 1.87413  -0.65
9 N -3.64779 2.29039 1.08796  0.00
10 C -4.60150 1.15955 1.40558  0.41
11 C -4.96672 0.04384 0.23754  -0.89
12 O -5.14710 0.98927 2.64149  -0.64
13 C 0.47566 0.69543 2.53358  0.61
14 S -1.13895 -0.30948 2.57755  -0.10
15 C 1.82898 -0.13484 2.12509  -0.24
16 C 3.20713 0.75174 2.06877  0.51
17 C 3.36537 2.35390 2.40703  0.32
18 C 4.85547 3.08321 2.28424  0.03
19 C 5.01037 3.45415 0.66052  0.04
20 C 6.60148 3.37311 0.16250  -0.97
21 Cl 4.32164 5.15240 0.24939  -0.21
22 C 4.28650 -0.38432 1.58684  -0.32
23 O 5.60884 -0.20186 1.63000  -0.53
24 N 3.48194 -1.59059 1.05948  0.05
25 C 3.42306 -1.52085 -0.48119  -0.33
26 C 4.74512 -2.17556 -1.20285  0.12
27 O 4.33971 -2.74717 -2.52018  -0.60
28 C 5.97616 -1.12816 -1.47546  -0.37
29 N 5.55418 0.30811 -1.71464  -0.46
30 C 2.09333 -1.70259 1.72330  0.12
31 O 1.34959 -2.80404 1.88871  -0.58
32 H 1.91373 6.05631 5.13534  0.30
33 H 3.36115 4.75455 5.14197  0.26
34 H 1.49647 4.24319 5.44393  0.27
35 H 2.82476 5.41828 2.64858  0.09
36 H 0.97232 5.34937 2.99100  0.25
37 H -0.59361 3.98464 4.07095  0.24
38 H -1.67975 2.50919 3.55669  0.19
39 H -0.43555 4.74715 1.43932  0.33
40 H -1.12400 3.05826 0.96170  0.21
41 H -2.76066 5.46260 2.65784  0.28
42 H -2.79564 5.24074 0.78273  -0.14
43 H -4.86420 4.10024 1.40399  0.36
44 H -4.10975 3.35471 3.03193  0.31
45 H -3.53948 2.46125 0.06449  0.28
46 H -5.50015 0.49324 -0.70239  0.30
47 H -5.74172 -0.70237 0.75005  0.25
48 H -4.01985 -0.60584 -0.06480  0.28
49 H -2.12230 0.35650 3.32956  0.11
50 H 4.92518 4.10546 2.84956  0.32
51 H 5.74721 2.36267 2.52487  -0.38
52 H 4.37835 2.69652 -0.00689  0.27
53 H 7.13303 2.38166 0.54779  0.24
54 H 7.18577 4.35432 0.45907  0.26
55 H 6.65467 3.32362 -1.02770  0.38
56 H 2.49568 -2.17698 -0.81404  0.33
57 H 3.17350 -0.41909 -0.82947  0.21
58 H 5.18144 -3.02343 -0.48891  0.29
59 H 4.38426 -2.03221 -3.23213  0.36
60 H 6.72797 -1.13549 -0.56436  0.12
61 H 6.61492 -1.44961 -2.43095  0.18
62 H 5.55533 0.87921 -0.83616  0.04
63 H 4.65120 0.38098 -2.23455  0.28
64 C -6.40817 -3.19721 -2.94945  -0.47
65 C -5.32733 -3.08785 -1.90751  0.86
66 O -4.69529 -2.04446 -1.75009  -0.56
67 C -5.04976 -4.30435 -1.06547  -1.05
68 H -6.49813 -2.24356 -3.48054  0.12
69 H -6.15092 -3.97652 -3.67121  -0.03
70 H -7.36449 -3.42244 -2.47068  0.33
71 H -4.73192 -5.13301 -1.70323  0.23
72 H -5.94550 -4.57893 -0.50270  0.33
73 H -4.24574 -4.07926 -0.35666  0.27
74 C 7.11849 0.57352 4.86287  -0.33
75 C 7.78829 1.91993 4.79685  0.74
76 O 7.89429 2.52900 3.73350  -0.56
77 C 8.32325 2.49248 6.08214  -1.23
78 H 6.78198 0.28606 3.86102  -0.06
79 H 7.82721 -0.17674 5.22241  0.49
80 H 6.24890 0.62300 5.52308  -0.03
81 H 9.08569 1.82778 6.49602  0.35
82 H 7.50739 2.62753 6.79669  0.31
83 H 8.77957 3.46793 5.88266  0.34
84 C -0.46365 -3.36641 7.00389  -1.09
85 C -1.00919 -1.98528 6.75761  0.91
86 O -0.49578 -0.99430 7.27461  -0.58
87 C -2.20708 -1.86339 5.85420  -0.96
88 H 0.40002 -3.30128 7.67429  0.26
89 H -1.22746 -3.98864 7.47703  0.35
90 H -0.14063 -3.81222 6.05974  0.31
91 H -3.04863 -2.41858 6.27609  0.39
92 H -1.96180 -2.24216 4.85880  0.22
93 H -2.49074 -0.80905 5.76796  0.20
94 C -4.95829 8.72142 -1.93636  -1.06
95 C -4.72843 7.23493 -1.87859  0.89
96 O -5.66126 6.45044 -1.71331  -0.57
97 C -3.31316 6.74530 -2.03103  -1.09
98 H -6.02654 8.92858 -1.81179  0.29
99 H -4.41014 9.21375 -1.12917  0.30
100 H -4.63757 9.10964 -2.90638  0.32
101 H -2.69166 7.14952 -1.22804  0.29
102 H -2.91910 7.04541 -3.00524  0.41
103 H -3.29878 5.65194 -1.96878  0.22
104 C 11.25231 -2.26363 -1.45807  -1.10
105 C 9.95901 -2.24586 -2.22804  0.79
106 O 9.00098 -1.57244 -1.85175  -0.47
107 C 9.88316 -3.08372 -3.47632  -1.07
108 H 11.16170 -1.61345 -0.58135  0.28
109 H 11.46886 -3.27979 -1.11898  0.33
110 H 12.06459 -1.89108 -2.08730  0.32
111 H 10.03863 -4.13643 -3.22720  0.33
112 H 10.63436 -2.74773 -4.19552  0.33
113 H 8.89147 -2.97318 -3.92783  0.24
114 C 5.84171 9.29435 2.98803  -1.21
115 C 6.07157 7.80787 3.04580  0.82
116 O 5.13874 7.02338 3.21109  -0.46
117 C 7.48684 7.31824 2.89336  -0.91
118 H 4.77346 9.50152 3.11260  0.29
119 H 6.38986 9.78669 3.79523  0.34
120 H 6.16243 9.68258 2.01802  0.34
121 H 8.10834 7.72245 3.69636  0.34
122 H 7.88090 7.61834 1.91915  0.33
123 H 7.50122 6.22488 2.95561  0.13
124 C 4.26906 -1.42169 6.83153  -0.95
125 C 5.34990 -1.31233 7.87347  0.90
126 O 5.98194 -0.26894 8.03090  -0.56
127 C 5.62747 -2.52883 8.71552  -1.17
128 H 4.17910 -0.46804 6.30045  0.18
129 H 4.52631 -2.20100 6.10977  0.31
130 H 3.31274 -1.64692 7.31030  0.36
131 H 5.94531 -3.35749 8.07776  0.33
132 H 4.73174 -2.80341 9.27828  0.33
133 H 6.43149 -2.30374 9.42433  0.31
134 C -10.29593 -0.77838 -3.74744  -1.07
135 C -9.09680 -0.30260 -2.97186  0.94
136 O -7.95538 -0.45350 -3.40464  -0.59
137 C -9.34814 0.36513 -1.64637  -1.07
138 H -9.96310 -1.23997 -4.68326  0.31
139 H -10.84315 -1.52391 -3.16505  0.32
140 H -10.94396 0.06864 -3.98642  0.35
141 H -9.85308 -0.32943 -0.97030  0.32
142 H -9.95388 1.26313 -1.79167  0.36
143 H -8.39151 0.65612 -1.19948  0.16
144 C -4.02715 -6.37656 -5.17546  -0.69
145 C -5.32046 -6.35879 -5.94542  0.86
146 O -6.27849 -5.68537 -5.56913  -0.57
147 C -5.39631 -7.19665 -7.19370  -1.06
148 H -4.11776 -5.72638 -4.29873  0.05
149 H -3.81061 -7.39271 -4.83636  0.33
150 H -3.21488 -6.00401 -5.80468  0.20
151 H -5.24083 -8.24936 -6.94458  0.31
152 H -4.64510 -6.86066 -7.91290  0.26
153 H -6.38799 -7.08611 -7.64521  0.33
154 C -0.42715 -7.69421 -7.67349  -1.10
155 C -1.72046 -7.67644 -8.44346  0.77
156 O -2.67849 -7.00301 -8.06717  -0.50
157 C -1.79631 -8.51429 -9.69174  -1.12
158 H -0.51776 -7.04402 -6.79677  0.26
159 H -0.21061 -8.71036 -7.33440  0.33
160 H 0.38512 -7.32165 -8.30272  0.35
161 H -1.64083 -9.56701 -9.44262  0.33
162 H -1.04510 -8.17830 -10.41094  0.34
163 H -2.78799 -8.40375 -10.14325  0.29
164 C -11.54311 -3.90450 -6.18731  -1.01
165 C -12.08866 -2.52336 -6.43359  0.82
166 O -11.57524 -1.53238 -5.91659  -0.50
167 C -13.28654 -2.40147 -7.33701  -1.17
168 H -10.67945 -3.83936 -5.51691  0.22
169 H -12.30693 -4.52672 -5.71417  0.32
170 H -11.22010 -4.35030 -7.13146  0.33
171 H -14.12810 -2.95666 -6.91511  0.33
172 H -13.04126 -2.78024 -8.33240  0.33
173 H -13.57020 -1.34714 -7.42324  0.30

Properties
LUMO level (eV): -1.0
Orbital gap (eV): 7.0
HOMO level (eV): -7.94
Maximum force (Eh/bohr): 0.174

=====

The following is a DFT calculation (ωB97M-V with the def2-TZVPD basis set) of a cluster of 12 separate species, C56H100F24N4O16 in total.

Last column: Mulliken charge in e.
Positions of all 200 atoms, in Å:
1 C 31.90715 8.58368 -15.33953  -1.36
2 C 30.53064 8.26043 -15.88232  -0.43
3 N 29.79227 9.44886 -16.28579  -0.11
4 C 28.48089 9.03912 -16.74842  -0.41
5 C 28.33480 7.91270 -17.80991  -1.41
6 C 29.56612 10.35688 -15.18143  -0.37
7 C 30.64445 11.42045 -14.97789  -1.38
8 H 32.48975 9.30322 -15.91480  0.32
9 H 32.42850 7.62986 -15.42015  0.44
10 H 31.94016 8.82129 -14.27625  0.28
11 H 30.62178 7.68734 -16.80501  0.37
12 H 29.86478 7.74458 -15.19049  0.42
13 H 27.97146 8.63565 -15.87332  0.39
14 H 27.93429 9.93901 -17.03039  0.36
15 H 27.30979 7.79875 -18.16272  0.38
16 H 28.93645 8.06110 -18.70662  0.36
17 H 28.58553 6.94479 -17.37590  0.34
18 H 29.42301 9.77242 -14.27257  0.36
19 H 28.68614 10.97390 -15.36318  0.45
20 H 30.13878 12.29958 -14.57847  0.41
21 H 31.15810 11.58356 -15.92534  0.33
22 H 31.38072 11.11811 -14.23318  0.26
23 C 20.43669 3.59037 -28.80561  -1.38
24 C 20.71836 4.11962 -27.37804  -0.28
25 N 22.14410 4.44531 -27.11398  0.03
26 C 22.33336 5.02324 -25.77571  -0.27
27 C 21.65294 6.38393 -25.68766  -1.38
28 C 23.12334 3.31393 -27.30581  -0.52
29 C 24.54125 3.86759 -27.52083  -1.19
30 H 19.39699 3.56894 -29.13223  0.38
31 H 20.69205 2.53171 -28.85184  0.33
32 H 21.05337 4.09545 -29.54905  0.36
33 H 20.14235 5.04222 -27.30657  0.32
34 H 20.36009 3.33820 -26.70787  0.29
35 H 22.03143 4.35644 -24.96805  0.30
36 H 23.38857 5.23153 -25.59897  0.27
37 H 20.56449 6.32808 -25.67146  0.33
38 H 21.88061 6.88819 -24.74852  0.43
39 H 21.95062 7.02921 -26.51416  0.32
40 H 22.80705 2.81283 -28.22067  0.30
41 H 22.94009 2.51007 -26.59284  0.39
42 H 24.90069 4.55254 -26.75288  0.31
43 H 24.52168 4.48374 -28.41976  0.31
44 H 25.24849 3.04092 -27.45356  0.37
45 C 20.95455 9.43256 -18.92688  -1.36
46 C 21.27483 10.70488 -19.66775  -0.36
47 N 20.11879 11.28090 -20.32559  0.07
48 C 19.13627 11.85689 -19.40200  -0.68
49 C 19.61224 13.15802 -18.65896  -1.04
50 C 20.67177 12.20876 -21.33773  -0.47
51 C 19.60752 12.54997 -22.29812  -1.34
52 H 20.25735 9.56736 -18.09993  0.32
53 H 21.87819 9.04505 -18.49696  0.41
54 H 20.51967 8.66023 -19.56131  0.30
55 H 21.77855 11.38705 -18.98291  0.29
56 H 22.04138 10.32941 -20.34564  0.36
57 H 18.33028 12.23835 -20.02888  0.31
58 H 18.73926 11.13645 -18.68686  0.38
59 H 18.73094 13.63453 -18.22960  0.42
60 H 20.27301 12.91021 -17.82825  0.28
61 H 19.94202 13.86654 -19.41878  0.27
62 H 21.45556 11.78279 -21.96408  0.43
63 H 21.21483 13.02095 -20.85448  0.39
64 H 19.01865 11.66319 -22.53254  0.33
65 H 20.06405 12.93914 -23.20819  0.43
66 H 18.90908 13.24847 -21.83726  0.26
67 C 27.01761 14.35332 -22.84935  -1.26
68 C 26.83973 14.92567 -24.29580  -0.51
69 N 27.10382 13.93315 -25.31260  0.08
70 C 28.39765 13.18705 -25.21218  -0.47
71 C 28.20430 11.71603 -25.09889  -1.20
72 C 26.99504 14.74299 -26.50160  -0.55
73 C 26.93580 13.84324 -27.70763  -1.32
74 H 28.05213 14.04432 -22.69975  0.31
75 H 26.29812 13.56688 -22.62141  0.29
76 H 26.81911 15.06809 -22.05072  0.42
77 H 25.82823 15.32991 -24.33506  0.39
78 H 27.46278 15.81938 -24.33018  0.35
79 H 28.97208 13.34216 -24.29890  0.35
80 H 29.11687 13.48851 -25.97372  0.37
81 H 27.41001 11.41725 -24.41483  0.26
82 H 29.10333 11.23286 -24.71629  0.40
83 H 27.89282 11.32950 -26.06929  0.28
84 H 26.22747 15.51628 -26.53264  0.46
85 H 27.94973 15.24694 -26.65222  0.35
86 H 26.09713 13.15016 -27.77378  0.35
87 H 26.88678 14.40389 -28.64110  0.41
88 H 27.80752 13.19701 -27.81061  0.28
89 C 20.64582 -2.24460 -21.94370  -1.11
90 C 20.14730 -0.87323 -21.64593  -0.24
91 O 20.77980 -0.28543 -20.54958  -0.23
92 C 20.33227 0.71204 -19.85867  0.44
93 O 19.34665 1.39662 -20.25583  -0.56
94 C 21.20639 1.13786 -18.60350  0.80
95 F 21.71527 0.05830 -17.98442  -0.23
96 F 22.28044 1.97236 -19.02612  -0.24
97 F 20.49724 1.77244 -17.66003  -0.22
98 H 21.72128 -2.20164 -22.11587  0.30
99 H 20.19677 -2.54752 -22.88957  0.36
100 H 20.42628 -2.84808 -21.06295  0.30
101 H 19.07827 -0.90244 -21.43517  0.32
102 H 20.17768 -0.33936 -22.59575  0.30
103 C 14.00821 12.18098 -14.14201  -1.08
104 C 15.29148 12.12894 -13.23655  -0.26
105 O 15.44024 10.68427 -13.08976  -0.24
106 C 15.68164 10.13701 -11.78873  0.44
107 O 15.76427 10.90234 -10.79846  -0.56
108 C 16.03101 8.62663 -11.83478  0.79
109 F 15.00895 7.98954 -11.16241  -0.25
110 F 16.07189 8.17108 -13.10358  -0.21
111 F 17.13156 8.31930 -11.15026  -0.21
112 H 13.61841 13.19805 -14.10050  0.39
113 H 13.12926 11.65253 -13.77283  0.32
114 H 14.20371 11.86154 -15.16565  0.27
115 H 15.13291 12.56949 -12.25223  0.33
116 H 16.18813 12.46001 -13.76050  0.27
117 C 24.72253 5.15365 -11.91159  -1.01
118 C 25.08954 4.97308 -10.40330  -0.28
119 O 25.20742 3.59758 -10.07556  -0.26
120 C 26.29222 3.01488 -9.54294  0.44
121 O 27.34059 3.60020 -9.22529  -0.57
122 C 26.13919 1.46019 -9.69479  0.89
123 F 26.48300 0.88953 -8.52795  -0.26
124 F 24.95613 0.99957 -9.99277  -0.24
125 F 26.89602 1.04680 -10.62657  -0.25
126 H 24.53963 6.16841 -12.26504  0.36
127 H 23.75931 4.66582 -12.06101  0.28
128 H 25.48975 4.62267 -12.47510  0.29
129 H 24.22182 5.29419 -9.82707  0.23
130 H 25.98262 5.48027 -10.03822  0.38
131 C 19.23434 24.40688 -26.73202  -1.09
132 C 19.56660 23.11328 -27.53428  -0.21
133 O 20.14729 22.23393 -26.51337  -0.33
134 C 19.31803 21.44191 -25.77281  0.36
135 O 18.12310 21.26696 -26.04105  -0.55
136 C 20.14420 20.59816 -24.80644  0.94
137 F 19.36159 20.23556 -23.82286  -0.23
138 F 20.64730 19.54598 -25.46792  -0.23
139 F 21.08018 21.42059 -24.37294  -0.24
140 H 18.29371 24.35651 -26.18360  0.30
141 H 18.99698 25.24675 -27.38500  0.39
142 H 20.07116 24.61915 -26.06661  0.31
143 H 20.40239 23.21712 -28.22622  0.28
144 H 18.65878 22.69415 -27.96821  0.30
145 C 12.70766 7.13726 -17.17870  -1.14
146 C 11.51856 6.98816 -16.22392  -0.24
147 O 10.61009 8.08194 -16.48181  -0.26
148 C 9.52697 8.00802 -17.23934  0.36
149 O 8.98747 6.99989 -17.76844  -0.56
150 C 8.76759 9.36903 -17.26245  0.93
151 F 8.00631 9.46404 -16.17890  -0.26
152 F 9.57462 10.37559 -17.37030  -0.23
153 F 7.95123 9.31272 -18.26416  -0.24
154 H 13.30177 6.22467 -17.13061  0.39
155 H 13.35509 7.97421 -16.91707  0.28
156 H 12.47650 7.19557 -18.24230  0.35
157 H 12.05050 6.95379 -15.27315  0.31
158 H 11.02688 6.07814 -16.56774  0.32
159 C 11.75386 10.69373 -22.66199  -1.10
160 C 10.81052 11.87253 -22.73727  -0.23
161 O 11.23310 13.02602 -21.95691  -0.30
162 C 12.32939 13.82929 -22.46708  0.30
163 O 12.85537 13.56528 -23.56544  -0.51
164 C 12.73470 14.97436 -21.59279  0.89
165 F 13.51150 14.47387 -20.64709  -0.23
166 F 13.32319 15.93024 -22.34856  -0.22
167 F 11.68398 15.51074 -20.95940  -0.24
168 H 12.29335 10.65738 -21.71556  0.31
169 H 12.35309 10.63817 -23.57081  0.28
170 H 11.27403 9.71554 -22.69375  0.39
171 H 9.83712 11.50904 -22.40792  0.38
172 H 10.56514 12.09781 -23.77513  0.28
173 C 21.20337 15.28193 -11.06085  -1.15
174 C 21.11842 13.78738 -10.92473  -0.16
175 O 20.77809 13.30022 -9.57780  -0.26
176 C 21.00954 12.10010 -9.19376  0.51
177 O 21.64764 11.31622 -9.90028  -0.59
178 C 20.51431 11.68966 -7.76993  0.80
179 F 21.57817 11.51145 -6.96572  -0.24
180 F 19.79413 12.66053 -7.32154  -0.23
181 F 19.76114 10.55315 -7.70975  -0.23
182 H 21.22147 15.64993 -12.08669  0.36
183 H 22.08469 15.67579 -10.55464  0.31
184 H 20.36879 15.68275 -10.48561  0.31
185 H 22.04984 13.26336 -11.13912  0.34
186 H 20.34728 13.50408 -11.64109  0.23
187 C 15.18724 9.78719 -29.00088  -1.14
188 C 14.18780 10.85334 -29.55152  -0.17
189 O 13.35119 10.38361 -30.62570  -0.25
190 C 12.80746 11.30786 -31.52846  0.39
191 O 12.82232 12.54095 -31.30720  -0.53
192 C 12.14351 10.69231 -32.76983  0.85
193 F 12.32644 9.39629 -32.82323  -0.23
194 F 10.89640 11.09892 -32.90453  -0.22
195 F 12.85020 11.14901 -33.80885  -0.26
196 H 15.84281 9.42911 -29.79467  0.30
197 H 14.62412 8.89586 -28.72424  0.31
198 H 15.84218 10.07626 -28.17894  0.36
199 H 14.85562 11.64116 -29.90002  0.29
200 H 13.43644 11.27250 -28.88231  0.31

Properties
LUMO level (eV): 0.0
Orbital gap (eV): 8.5
HOMO level (eV): -8.49
Maximum force (Eh/bohr): 0.132